1.
DFT (ωB97M-V with the def2-TZVPD basis set) results for a structure of composition C24H17N12O2Rh.

Cartesian coordinates (Å):
Rh -0.11135 0.29393 -0.31408
C -5.21482 -10.42371 6.52024
O -4.62359 -9.22157 7.06681
C -4.23832 -8.25300 6.28902
C -4.35164 -8.26227 4.87583
C -3.91118 -7.18616 4.16905
C -3.33975 -6.05826 4.82306
C -3.23498 -6.06300 6.24044
C -3.67113 -7.12748 6.95754
C -2.89169 -4.97739 4.02462
N -2.98822 -4.93902 2.69025
C -2.45014 -3.77436 2.31781
C -1.99804 -3.05238 3.43250
N -2.28869 -3.82890 4.50161
C -1.36314 -1.77529 3.32890
C -0.90530 -1.01204 4.41136
C -0.30853 0.20099 4.17475
C -0.17140 0.63056 2.85648
N -0.59722 -0.08166 1.82215
C -1.19254 -1.27090 2.02841
C -1.65485 -2.01723 0.85026
N -1.44098 -1.47373 -0.36545
C -1.85547 -2.11776 -1.44755
C -2.51022 -3.34673 -1.38989
C -2.72594 -3.92386 -0.16235
C -2.29205 -3.25225 0.98536
H -5.43216 -11.04617 7.37962
H -4.50240 -10.92169 5.86537
H -6.13394 -10.17666 5.99237
H -4.77998 -9.11131 4.36491
H -3.98412 -7.16858 3.09099
H -2.80979 -5.22038 6.76949
H -3.60640 -7.16185 8.03629
H -2.08725 -3.62175 5.46581
H -1.01741 -1.36969 5.42707
H 0.05708 0.81896 4.98166
H 0.29782 1.57898 2.62934
H -1.65282 -1.64320 -2.39881
H -2.82581 -3.82670 -2.30473
H -3.21829 -4.88209 -0.06486
N -3.02166 4.81140 -1.26683
N -1.98657 3.90504 -1.39181
N -0.85914 4.21689 -1.98538
C -0.13347 3.13464 -1.76717
N -0.83100 2.22510 -1.06880
N -2.02379 2.74102 -0.82978
H -2.89865 5.51820 -1.98554
H -3.90272 4.32704 -1.40638
H 0.87945 3.00170 -2.10844
O 1.79213 0.21699 -0.97384
N 2.16649 -0.87396 -0.33339
C 3.37491 -1.27291 -0.50850
C 3.77047 -2.45943 0.19634
N 4.08600 -3.40361 0.76693
C 4.30646 -0.57736 -1.35250
N 5.03214 -0.00020 -2.02828

Its frontier orbital gap (alpha / beta) is 7.806 / 4.998 eV. Its energy above the lowest of the compared OMol25 structures with the same formula, charge and spin is 0.000 eV. As for the charge: +2. The spin multiplicity is 5.

Calculated atomic charges, method Mulliken, unit e: 0.7268 -0.8385 -0.3823 0.9884 -0.4078 -0.7549 0.5976 -0.4906 -0.8147 0.1786 -0.7139 0.5915 0.2065 -0.1018 0.4873 -0.3597 -0.9374 -0.2713 -0.4387 0.4840 0.2681 -0.3974 -0.2144 -0.8830 -0.3182 0.5156 0.2543 0.3767 0.3773 0.4766 0.5275 0.3255 0.4711 0.2027 0.4389 0.4708 0.4786 0.4812 0.4640 0.5937 -0.5541 1.1773 -0.7712 -0.3842 -0.0248 -0.6710 0.3307 0.2933 0.5550 -0.6841 0.0077 0.6646 -0.1189 -0.3532 0.1833 -0.3091

2.
DFT (ωB97M-V with the def2-TZVPD basis set) results for a structure of composition C26H23N9NiO3S.

Cartesian coordinates (Å):
Ni -0.01672 -1.35569 0.23894
C 2.99293 3.02433 4.12222
C 3.14542 2.96481 2.60993
N 2.98102 1.61634 2.11211
C 2.24293 1.25683 1.01404
S 1.03518 2.29668 0.37320
N 2.58696 0.07891 0.52588
N 1.69852 -0.46990 -0.36541
C 2.06551 -0.67633 -1.57458
C 3.35501 -0.19009 -2.14499
C 1.08961 -1.41583 -2.40949
C 1.22856 -1.55098 -3.78342
C 0.23386 -2.19490 -4.50253
C -0.86344 -2.70539 -3.83157
C -0.91991 -2.55117 -2.45732
N 0.02680 -1.92454 -1.76547
H 3.15812 4.03901 4.48762
H 1.98890 2.70936 4.41006
H 3.71051 2.36884 4.62131
H 2.38625 3.57492 2.12570
H 4.12297 3.36461 2.31569
H 3.70932 0.95317 2.33248
H 3.82557 0.48284 -1.43498
H 4.03196 -1.02528 -2.34067
H 3.18841 0.33729 -3.08445
H 2.09439 -1.14511 -4.28456
H 0.31373 -2.29042 -5.57714
H -1.66360 -3.20972 -4.35377
H -1.75875 -2.93163 -1.88704
O -5.05465 0.19784 -5.37352
C -3.71915 0.27738 -5.18176
O -2.97896 0.33422 -6.12243
C -3.23966 0.29684 -3.76444
C -2.00299 0.89014 -3.51141
C -1.46531 0.87717 -2.24046
C -2.17016 0.24582 -1.21787
C -3.40394 -0.34256 -1.44703
C -3.94048 -0.30580 -2.72726
N -1.51797 0.06010 0.02579
C -1.76954 0.73287 1.06467
C -1.00466 0.42251 2.28864
C -1.19283 1.10495 3.47307
C -0.41105 0.75177 4.56508
C 0.51635 -0.26379 4.42834
C 0.63400 -0.90500 3.20170
N -0.11459 -0.57022 2.16211
H -5.52045 0.29156 -4.53430
H -1.46852 1.34614 -4.33408
H -0.50206 1.31944 -2.00844
H -3.91250 -0.87109 -0.65034
H -4.88278 -0.81137 -2.90547
H -2.51302 1.52810 1.08652
H -1.92000 1.90312 3.53134
H -0.52255 1.27115 5.50750
H 1.14866 -0.56085 5.25255
H 1.34277 -1.70623 3.03639
O 0.20640 -3.31283 1.00980
N -1.04206 -3.10720 0.80408
C -1.86799 -4.11920 0.80174
C -3.23293 -3.80878 0.50361
N -4.32504 -3.56530 0.23653
C -1.44598 -5.46312 1.04537
N -1.10640 -6.54314 1.24028

Its frontier orbital gap (alpha / beta) is 6.533 / 6.582 eV. Its energy above the lowest of the compared OMol25 structures with the same formula, charge and spin is 0.182 eV. The spin multiplicity is 3.

Calculated atomic charges, method Mulliken, unit e: -0.0772 -1.0296 -0.4722 -0.0392 0.2355 -0.5483 -1.6984 1.3435 0.8019 -1.7015 0.9072 -0.8787 -0.4757 -1.0447 0.0338 0.1548 0.4154 0.1234 0.2955 0.3199 0.3240 0.3136 0.3577 0.3154 0.3857 0.3950 0.4395 0.4977 0.3998 -0.4796 0.6212 -0.5486 0.9145 -0.8545 -0.0090 -0.8042 -0.6461 -0.9230 0.6144 -0.5488 0.8664 -0.9924 -0.4242 -0.7542 -0.2659 0.5511 0.3273 0.4701 0.4313 0.5196 0.3241 0.3674 0.4725 0.4534 0.4381 0.5264 -0.6387 0.2012 0.5363 0.0890 -0.5588 0.0832 -0.4535

3.
DFT (ωB97M-V with the def2-TZVPD basis set) results for a cluster of 9 separate species, C9H36N4O9 in total at a distorted geometry.

Cartesian coordinates (Å):
C 3.38289 2.02416 -2.66402
O 4.68515 2.47008 -3.06322
H 2.58227 2.67294 -3.03893
H 3.25869 1.03447 -3.08691
H 3.36259 2.06603 -1.57233
H 4.79576 3.39737 -2.84187
C -3.94965 1.59818 0.62576
O -3.81132 2.46464 1.77954
H -4.30054 0.59343 0.83225
H -4.58873 2.13197 -0.07579
H -2.94718 1.49277 0.20536
H -3.52872 3.31212 1.42537
C 0.45382 -4.38016 2.01998
O 0.76839 -4.74863 3.36816
H 0.98444 -5.05135 1.34898
H -0.63101 -4.43482 1.90692
H 0.65593 -3.33173 1.80570
H 1.23124 -4.01702 3.78230
C -2.85125 -2.02162 1.42481
O -1.77162 -2.02618 2.36314
H -3.72124 -1.57054 1.90353
H -2.60186 -1.59334 0.45787
H -3.06786 -3.07435 1.20259
H -2.04907 -2.39895 3.20226
C 0.03825 -0.57349 -4.67820
O 0.20607 -1.85945 -5.25459
H -0.33266 -0.54477 -3.65446
H 1.02933 -0.11072 -4.65429
H -0.50090 0.05706 -5.39742
H -0.62270 -2.17784 -5.61705
C -0.85982 2.76327 -2.89092
O -1.87256 1.81362 -2.58768
H -0.18700 2.81879 -2.03541
H -0.30064 2.45734 -3.77265
H -1.26972 3.77402 -2.97378
H -2.55492 1.72491 -3.25416
C 5.05210 -0.27830 0.11629
O 6.29630 -0.98754 0.04030
H 5.14525 0.54114 -0.59343
H 4.20951 -0.90288 -0.19320
H 4.88373 0.08156 1.13193
H 6.45821 -1.38200 0.90034
C 0.54700 -0.12230 -0.53737
O 1.23439 0.06774 -1.53331
N 0.86725 -1.02276 0.44388
N -0.64540 0.50707 -0.30166
H 1.77671 -1.43546 0.51024
H 0.20484 -1.17421 1.18775
H -1.03076 1.10763 -1.01774
H -1.10350 0.23597 0.54917
C -1.14578 1.03906 4.26337
O -0.00915 1.19763 4.67843
N -1.48049 1.21540 2.95265
N -2.17936 0.63869 5.07222
H -0.64441 1.41160 2.42423
H -2.39079 1.47066 2.59048
H -3.10913 0.51874 4.71605
H -2.05031 0.52036 6.05857

Its frontier orbital gap is 9.918 eV. Its energy above the lowest of the compared OMol25 structures with the same formula, charge and spin is 0.963 eV.

Calculated atomic charges, method Mulliken, unit e: -0.2923 -0.5635 0.2204 0.1501 0.1879 0.2862 -0.2496 -0.5960 0.1938 0.3860 -0.0029 0.2808 0.0936 -0.5300 0.3011 0.0998 -0.2264 0.3110 -0.6692 -0.4018 0.2630 0.2685 0.3596 0.2353 -0.3924 -0.5464 0.1663 0.1615 0.3022 0.2908 -0.5907 -0.5815 0.1999 0.2459 0.3800 0.2824 -0.2835 -0.5445 0.1039 0.1335 0.3041 0.2966 0.4821 -0.5654 -0.2296 0.1451 0.2269 -0.0661 0.0373 -0.1558 0.4929 -0.6680 -0.1696 -0.3506 0.1657 0.2385 0.1654 0.2177

4.
DFT (ωB97M-V with the def2-TZVPD basis set) results for a structure of composition C42H40BBrN9O2Ru at a distorted geometry.

Cartesian coordinates (Å):
Ru -0.10183 0.06399 0.30941
C -0.36851 -3.18828 -4.42620
C -0.24720 -1.91243 -3.69193
C -0.16993 -0.64294 -4.22401
C -0.08143 0.22579 -3.12538
N -0.11508 -0.50829 -1.99624
N -0.21939 -1.79312 -2.34152
B -0.31999 -2.93626 -1.31002
N 0.93842 -2.85798 -0.40895
N 1.38109 -1.67955 0.02114
C 2.54059 -1.85807 0.67601
C 2.85808 -3.21895 0.64303
C 1.82241 -3.82343 -0.05351
C 1.66263 -5.25972 -0.36441
C 3.23996 -0.71988 1.23797
C 4.15644 -0.82377 2.28636
C 4.78074 0.31219 2.76892
C 4.53856 1.55122 2.18917
C 3.64399 1.66185 1.13237
C 2.98351 0.53851 0.67512
N -1.60778 -2.67018 -0.49699
N -1.82009 -1.50395 0.12085
C -3.06417 -1.51103 0.62698
C -3.66843 -2.73176 0.30307
C -2.71552 -3.44555 -0.40074
C -2.84275 -4.81639 -0.94066
C -3.59485 -0.44783 1.45362
C -4.97106 -0.29966 1.64928
C -5.44673 0.66994 2.51062
C -4.57203 1.50867 3.18699
C -3.20342 1.38347 2.98160
C -2.72506 0.41321 2.12665
C 0.10518 1.65530 -3.20887
C 0.78962 2.36286 -2.21413
C 1.09322 3.69739 -2.38223
C 0.68784 4.36072 -3.53592
C -0.04023 3.68255 -4.50620
C -0.32420 2.34108 -4.35393
H -0.36861 -2.98457 -5.49327
H -1.29817 -3.68880 -4.16402
H 0.45281 -3.86183 -4.19197
H -0.11604 -0.38281 -5.25959
H -0.36686 -3.97967 -1.84052
H 3.73723 -3.68732 1.03427
H 2.45348 -5.82205 0.12286
H 1.71783 -5.43234 -1.43743
H 0.70373 -5.63229 -0.01253
H 4.37887 -1.78061 2.73163
H 5.46176 0.22605 3.59933
H 5.06457 2.42575 2.53996
H 3.49058 2.61340 0.64228
H 2.35249 0.58043 -0.21637
H -4.65307 -3.05243 0.57282
H -3.75541 -5.25871 -0.55244
H -2.00544 -5.44348 -0.64435
H -2.89498 -4.80756 -2.02851
H -5.66164 -0.92698 1.10759
H -6.51101 0.77349 2.65802
H -4.95270 2.24820 3.87447
H -2.52066 2.03319 3.51122
H -1.64280 0.27590 1.98743
H 1.10952 1.82610 -1.32106
H 1.66974 4.22336 -1.63404
H 0.94798 5.39798 -3.67788
H -0.38151 4.20276 -5.38711
H -0.89298 1.82280 -5.11208
Br -2.10887 2.13930 -0.63362
C -0.99768 3.09371 0.59721
C -1.19348 4.44129 0.83692
C -0.35401 5.06260 1.75081
C 0.62766 4.30812 2.37615
C 0.75123 2.96836 2.05069
N -0.04677 2.35896 1.17237
H -1.97208 4.97690 0.32082
H -0.45384 6.11406 1.96656
H 1.29952 4.75220 3.09351
H 1.54146 2.36795 2.48338
O 2.50104 2.01705 7.06449
C 2.52896 0.69000 7.53614
N 1.81140 -0.12429 6.58977
C 2.43747 -0.73740 5.56368
O 3.63327 -0.83966 5.42977
C 1.49870 -1.36499 4.55984
C 1.20362 -2.72155 4.60192
C 0.40914 -3.25300 3.59953
C -0.03631 -2.41779 2.59065
N 0.26330 -1.12300 2.53357
C 1.00367 -0.60657 3.50600
H 3.14522 2.53921 7.55375
H 2.02988 0.60531 8.51195
H 3.55288 0.30075 7.59654
H 0.81372 0.02370 6.54334
H 1.58986 -3.33519 5.40115
H 0.13552 -4.29457 3.59167
H -0.65828 -2.81023 1.80069
H 1.21810 0.45162 3.44571

Its frontier orbital gap (alpha / beta) is 7.412 / 3.764 eV. As for the charge: +2. The spin multiplicity is 2.

Calculated atomic charges, method Mulliken, unit e: 0.7744 -1.4659 0.6675 -1.6055 -0.3083 1.6936 -0.1493 -1.1445 0.2046 0.7405 -0.0495 -1.5516 0.7119 -1.5241 0.2318 -0.5889 -0.7949 -0.5961 -0.9989 0.1327 0.5068 1.4337 -0.4033 -1.5948 0.6946 -1.3986 0.5330 -0.8235 -0.7536 -0.7464 -1.0228 0.9168 0.5977 0.6665 -0.6618 -0.5779 -0.9028 -0.7844 0.4200 0.2705 0.3071 0.6037 -0.0151 0.6249 0.4511 0.2762 0.2442 0.4292 0.4529 0.4636 0.5217 0.9763 0.5716 0.4377 0.2324 0.2304 0.4526 0.4273 0.4389 0.5297 0.4289 0.4703 0.5267 0.4621 0.4552 0.4986 0.0134 0.3483 -1.0034 -0.4589 -1.4295 -0.5569 1.0005 0.5508 0.4905 0.5234 0.5106 -0.5021 -0.5057 -0.1204 0.0346 -0.6182 0.2966 -0.4152 -1.4395 -0.2951 1.3289 -1.4499 0.3083 0.3467 0.3681 0.2815 0.5682 0.5735 0.1209 0.8821